C3H18NO5S | the ωB97M-V functional and the def2-TZVPD basis

Results
Spin multiplicity: 1
Kohn-Sham gap (eV): 6.37
Charge: -1
Energy relative to the best compared isomer or geometry (same formula, charge and spin) (kcal per mole): 30.2
HOMO energy (eV): -3.34

Last column: natural (NBO) charge in e.
Element x y z (Å)
C  0.6491  0.1348  1.2941  -0.6458
C  0.3246  1.2686  0.3370  -0.0396
C  1.5053  2.0933  -0.1010  -0.5501
S  2.8404  1.2061  -0.8954  -0.7053
N  -0.5889  0.8307  -0.7239  -0.8877
H  -0.1958  -0.1340  1.9234  0.2047
H  1.5914  0.3044  1.8172  0.2363
H  0.9749  -0.7036  0.6650  0.2082
H  -0.3450  1.9727  0.8553  0.1208
H  1.1230  2.8432  -0.8128  0.1769
H  1.8793  2.7764  0.6762  0.1769
H  -0.6177  1.4909  -1.4931  0.3684
H  -0.2525  -0.0154  -1.1819  0.3632
H  1.5306  -1.3551  -2.3347  0.4767
H  1.5377  -0.2639  -3.3255  0.4867
O  1.0075  -1.0345  -3.0824  -0.9693
H  -0.7229  2.4386  2.1604  0.4609
H  0.5571  2.9984  2.6981  0.4693
O  -0.3977  3.0497  2.8463  -0.9419
H  -2.7535  0.5431  0.2370  0.4801
H  -2.3895  -0.4879  -0.7046  0.4703
O  -3.1329  -0.2625  -0.1334  -0.9598
H  -0.4430  -3.9559  0.1421  0.4855
H  0.8935  -3.4569  0.6065  0.4616
O  0.2859  -4.1935  0.7535  -0.9722
H  -2.2865  -3.0626  -0.4957  0.4854
H  -1.1168  -2.0759  -0.7581  0.4819
O  -1.4576  -2.9493  -0.9697  -0.9423

***

C3H5O3S | the ωB97M-V functional and the def2-TZVPD basis

Results
Spin multiplicity: 1
Kohn-Sham gap (eV): 8.84
Charge: -1
Energy relative to the best compared isomer or geometry (same formula, charge and spin) (kcal per mole): 30.2
HOMO energy (eV): -4.87
SMILES: O=S(=O)([O-])C1CC1

Last column: natural (NBO) charge in e.
Element x y z (Å)
O  2.1219  -0.4610  -0.9073  -1.0223
S  0.7778  -0.8920  -1.2970  2.3710
O  0.6389  -2.3437  -1.3963  -1.0211
O  0.2495  -0.1760  -2.4840  -1.0232
C  -0.4877  -0.2984  0.0827  -0.4740
C  -0.3200  0.1803  1.4519  -0.4263
C  -0.3605  1.1862  0.3045  -0.4610
H  -1.5272  -0.6949  -0.1811  0.2140
H  0.5178  0.0140  2.0474  0.2066
H  -1.1951  0.2698  2.2204  0.1822
H  -1.1582  1.8909  0.0970  0.2101
H  0.7428  1.3247  0.0617  0.2440

***

C24H53MnN6O6 | the ωB97M-V functional and the def2-TZVPD basis

Results
Spin multiplicity: 6
Kohn-Sham gap (spin up / spin down) (eV): 5.88 / 5.98
Charge: +1
Energy relative to the best compared isomer or geometry (same formula, charge and spin) (kcal per mole): 44.1
⟨S²⟩: 8.753
HOMO energy (spin up / spin down) (eV): -7.78 / -7.87

Last column: Mulliken spin population.
Element x y z (Å)
Mn  -0.7418  0.1624  0.1825  4.7885
C  2.2619  -2.2885  -3.0254  0.0008
C  2.5470  -1.4728  -1.7230  -0.0012
C  4.1324  -1.2813  -1.5966  0.0007
C  4.7934  -0.2144  -2.5191  0.0009
C  4.0031  1.1002  -2.4184  -0.0013
C  2.4281  0.9519  -2.5984  0.0051
N  1.9073  -0.1194  -1.7207  -0.0090
O  0.4970  -0.1292  -1.5954  0.0838
C  2.1228  0.7222  -4.0842  -0.0025
C  1.8641  2.3607  -2.1908  0.0026
C  2.1014  -2.3241  -0.4551  0.0113
H  2.0119  -3.3441  -2.9197  0.0000
H  3.1705  -2.3671  -3.6223  0.0002
H  1.5318  -1.8101  -3.6782  -0.0019
H  4.5599  -2.2670  -1.7796  -0.0004
H  4.4077  -1.0244  -0.5737  -0.0003
H  4.6733  -0.5192  -3.5586  -0.0001
H  5.8421  -0.0461  -2.2739  -0.0001
H  4.4409  1.8024  -3.1278  -0.0002
H  4.2936  1.4614  -1.4318  0.0002
H  2.6122  -0.1665  -4.4827  -0.0001
H  2.3721  1.5763  -4.7140  0.0000
H  1.0620  0.5442  -4.2607  -0.0005
H  1.9885  2.4778  -1.1143  0.0001
H  0.8044  2.4112  -2.4412  -0.0005
H  2.3240  3.2113  -2.6939  0.0004
H  1.0215  -2.4723  -0.4624  0.0034
H  2.1969  -1.6908  0.4269  -0.0008
H  2.6833  -3.2457  -0.4517  -0.0006
C  -4.6081  0.0921  2.5072  0.0010
C  -3.1758  0.4322  2.6726  0.0027
O  -2.3801  0.5016  1.7098  -0.0105
N  -2.7335  0.5621  3.9647  0.0024
C  -1.3199  0.9219  4.2509  -0.0012
H  -5.0053  0.1023  3.5222  -0.0003
H  -4.7514  -0.8803  2.0360  0.0002
H  -4.9249  0.8870  1.8321  0.0000
H  -3.3722  0.9024  4.6692  0.0003
H  -1.1824  1.1512  5.3076  -0.0001
H  -1.0032  1.7780  3.6550  -0.0004
H  -0.6790  0.0757  4.0034  -0.0004
C  -4.7306  -0.9709  -1.2098  0.0026
C  -3.2610  -1.3147  -1.4622  0.0060
O  -2.4466  -0.7629  -0.7126  0.0385
N  -2.9562  -2.2067  -2.4289  0.0025
C  -1.6855  -2.6700  -2.6135  0.0000
H  -5.3687  -1.7208  -1.6773  0.0000
H  -4.9487  0.0843  -1.3747  -0.0001
H  -4.9298  -1.0792  -0.1437  -0.0005
H  -3.6595  -2.5612  -3.0611  0.0001
H  -1.1929  -2.0386  -3.3530  -0.0002
H  -1.6688  -3.6826  -3.0166  0.0001
H  -1.0648  -2.7871  -1.7252  0.0021
C  1.8198  2.7062  2.8111  0.0017
C  1.7930  1.5585  1.7781  0.0001
O  0.6902  1.1196  1.3568  0.0261
N  2.9154  1.0753  1.2335  0.0075
C  4.3146  1.3066  1.7004  -0.0008
H  2.5381  3.4883  2.5651  0.0008
H  2.0145  2.3026  3.8048  0.0004
H  0.8067  3.1020  2.7411  -0.0007
H  2.8310  0.4834  0.4195  -0.0012
H  4.9103  0.4385  1.4182  0.0001
H  4.3280  1.4663  2.7786  0.0000
H  4.7529  2.1382  1.1485  0.0003
C  -0.6594  4.4399  -0.4015  0.0019
C  -1.6777  3.3040  -0.4424  0.0131
O  -1.2491  2.1518  -0.3905  0.0377
N  -3.0003  3.6573  -0.6215  0.0035
C  -4.0787  2.6416  -0.7749  -0.0008
H  -0.1471  4.6026  -1.3498  0.0003
H  0.0732  4.3223  0.3970  -0.0007
H  -1.2003  5.3652  -0.2032  0.0003
H  -3.2674  4.6081  -0.4101  0.0000
H  -3.7148  1.7476  -0.2685  0.0044
H  -4.4651  2.4261  -1.7710  0.0002
H  -4.8825  2.8488  -0.0685  0.0002
C  -2.1696  -3.4816  1.6436  -0.0013
C  -0.9981  -2.5895  2.0085  -0.0046
O  -0.6737  -1.6547  1.2176  -0.0158
N  -0.1814  -2.8575  2.9496  0.0032
C  -0.3228  -3.9080  3.9300  -0.0001
H  -3.0421  -3.1006  2.1743  0.0007
H  -2.0875  -4.5125  1.9878  0.0003
H  -2.2919  -3.3966  0.5638  -0.0001
H  0.5741  -2.1905  3.0155  -0.0006
H  0.0575  -4.8867  3.6374  0.0003
H  -1.3805  -4.0141  4.1709  0.0002
H  0.2059  -3.5235  4.8022  0.0000

***

C29H83NO12 | the ωB97M-V functional and the def2-TZVPD basis

Results
Spin multiplicity: 1
Kohn-Sham gap (eV): 9.48
HOMO energy (eV): -9.39
SMILES: COC[C@H](C)N.CC(C)O.CC(C)O.CC(C)O.CC(C)O.CC(C)O.CC(C)O.CC(C)O.CO.CO.CO.CO

Last column: Löwdin charge in e.
Element x y z (Å)
C  -8.1351  -23.4903  15.0048  -0.1068
O  -9.2541  -23.2036  14.1796  -0.1789
C  -9.1846  -21.8661  13.7094  -0.1969
C  -10.5713  -21.5864  13.1165  -0.4431
C  -10.7475  -22.2109  11.7495  -0.0783
N  -10.7994  -20.1521  12.9438  0.0411
H  -8.3164  -23.0222  15.9775  0.0746
H  -7.1572  -23.2377  14.5879  0.0644
H  -8.1161  -24.5757  15.1325  0.0919
H  -8.9764  -21.1265  14.4903  0.1006
H  -8.4554  -21.8045  12.8932  0.1279
H  -11.2927  -22.1282  13.7445  0.1371
H  -10.7427  -23.3039  11.8170  0.0805
H  -9.9630  -21.9926  11.0201  0.0802
H  -11.7013  -21.9455  11.2881  0.0740
H  -10.7556  -19.6270  13.8099  0.0596
H  -11.7119  -20.0298  12.5253  0.0673
C  -3.5903  -20.2437  14.4758  -0.0364
C  -3.9803  -20.6866  15.8544  -0.4685
C  -5.1165  -21.7490  15.8705  -0.0427
O  -2.8627  -21.2789  16.5171  -0.0676
H  -3.1667  -21.0828  13.9223  0.0625
H  -2.8360  -19.4577  14.4425  0.0643
H  -4.5170  -19.8819  14.0253  0.0893
H  -4.3439  -19.8917  16.5178  0.1200
H  -5.1242  -22.1437  16.8899  0.0557
H  -4.8318  -22.6347  15.2975  0.0807
H  -6.0582  -21.2739  15.6010  0.0634
H  -3.1291  -21.5667  17.3988  0.0353
C  -3.5363  -23.4932  10.8584  -0.0636
C  -4.3646  -24.6578  11.4179  -0.4859
C  -5.8760  -24.4513  11.2638  -0.0463
O  -4.0100  -25.8282  10.6935  -0.0434
H  -3.9147  -23.1138  9.9075  0.0822
H  -2.4678  -23.7063  10.7665  0.0797
H  -3.5434  -22.6539  11.5646  0.0671
H  -4.1291  -24.6764  12.4918  0.1101
H  -6.2753  -23.7564  11.9994  0.0649
H  -6.3968  -25.4089  11.2284  0.0804
H  -6.0742  -24.0917  10.2476  0.0792
H  -3.2633  -25.6184  10.1332  0.0743
C  2.3560  -20.0173  13.0657  -0.0549
C  1.0644  -20.6862  12.5951  -0.4593
C  -0.1717  -19.9700  13.1916  -0.0628
O  0.9824  -20.5598  11.1702  -0.0665
H  3.1746  -20.4360  12.4783  0.0780
H  2.5407  -20.2764  14.1100  0.0791
H  2.3335  -18.9422  12.8950  0.0826
H  1.0133  -21.7666  12.7370  0.1339
H  -0.0254  -19.8185  14.2672  0.0819
H  -1.0570  -20.5938  13.0889  0.0572
H  -0.3084  -18.9659  12.7823  0.0804
H  0.5869  -19.7069  10.9686  0.0762
C  -9.4193  -17.3752  17.8078  -0.0519
C  -8.4225  -17.3927  16.6511  -0.4893
C  -8.3994  -18.7794  16.0202  -0.0620
O  -8.7506  -16.3485  15.7560  -0.0316
H  -10.4071  -17.6681  17.4456  0.0835
H  -9.5647  -16.3530  18.1641  0.0803
H  -9.1080  -18.0025  18.6414  0.0655
H  -7.3974  -17.2188  17.0101  0.1192
H  -7.7604  -19.5684  16.4244  0.0454
H  -8.1505  -18.7602  14.9549  0.0821
H  -9.3792  -19.2624  16.1207  0.0617
H  -7.9319  -16.0634  15.3419  0.0926
C  -1.8854  -26.2661  14.6790  -0.0621
C  -0.8867  -25.2011  14.2634  -0.4522
C  -1.4576  -23.8110  14.5249  -0.0552
O  0.2499  -25.4163  15.1252  -0.0777
H  -2.2226  -26.2272  15.7154  0.0750
H  -1.5099  -27.2758  14.5149  0.0802
H  -2.7743  -26.1431  14.0412  0.0687
H  -0.5582  -25.3340  13.2331  0.1358
H  -1.8873  -23.8331  15.5279  0.0595
H  -2.1460  -23.4573  13.7547  0.0601
H  -0.7287  -22.9995  14.6198  0.0754
H  0.0179  -25.0771  16.0072  0.0387
C  -7.5995  -21.1973  18.8174  -0.0582
C  -8.9173  -21.8629  19.2595  -0.4387
C  -10.1129  -21.2855  18.5296  -0.0460
O  -8.8204  -23.2220  18.7709  -0.0740
H  -6.8251  -21.7519  19.3591  0.0781
H  -7.5924  -20.1324  19.0702  0.0742
H  -7.3331  -21.2284  17.7616  0.0480
H  -8.9863  -21.8625  20.3485  0.1376
H  -10.0241  -21.4672  17.4606  0.0758
H  -10.2191  -20.2281  18.7727  0.0694
H  -11.0137  -21.7969  18.8768  0.0838
H  -7.9267  -23.5227  18.9543  0.0389
C  -4.0124  -19.5559  19.9486  -0.0546
C  -3.6379  -18.2718  19.2532  -0.4901
C  -4.8386  -17.5653  18.6664  -0.0627
O  -2.9472  -17.4010  20.1749  -0.0563
H  -3.1809  -20.0324  20.4614  0.0811
H  -4.4731  -20.2444  19.2317  0.0614
H  -4.8653  -19.3874  20.6169  0.0890
H  -2.8775  -18.3877  18.4763  0.1259
H  -5.4855  -18.2501  18.1037  0.0561
H  -4.4731  -16.7023  18.1157  0.0828
H  -5.5855  -17.3132  19.4297  0.0859
H  -3.3776  -17.4929  21.0328  0.0821
C  -1.6258  -16.4615  15.7839  -0.1799
O  -0.5559  -16.7989  14.9433  -0.1035
H  -2.5268  -15.9854  15.3709  0.0758
H  -1.9846  -17.3004  16.3909  0.0647
H  -1.2441  -15.6853  16.4537  0.0831
H  -0.7245  -17.6365  14.5034  0.0321
C  0.4629  -23.3414  18.0593  -0.1018
O  -0.5266  -24.3137  17.6813  -0.1555
H  0.1825  -23.0441  19.0747  0.0694
H  1.4364  -23.8195  18.1270  0.0870
H  0.4002  -22.5291  17.3336  0.0869
H  -1.3603  -23.8365  17.7937  0.0559
C  -2.8124  -23.0335  20.1330  -0.1421
O  -3.5251  -22.8571  18.9154  -0.1811
H  -3.4711  -22.8871  20.9902  0.0837
H  -2.4823  -24.0779  20.1804  0.0825
H  -1.9104  -22.4278  20.1356  0.0740
H  -4.1136  -23.6416  18.7704  0.0385
C  -6.0158  -25.0549  17.7677  -0.1021
O  -5.0497  -25.0342  18.8261  -0.1195
H  -6.6019  -25.9703  17.8212  0.0999
H  -6.6264  -24.1538  17.7948  0.0526
H  -5.5258  -24.9667  16.7899  0.0873
H  -4.7834  -25.9518  18.9400  0.1053

***

Which of these has the highest spin multiplicity? C24H53MnN6O6

***

Look up the spin multiplicity of the first one. 1

***

Which value of spin multiplicity does entry 2 give? 1

***

Number 1 is which compound? C3H18NO5S